[1]
50
Properties=species:S:1:pos:R:3:nbo_charge:R:1 method="wB97M-V/def2-TZVPD" multiplicity=1 gap_ev=10.207 homo_ha=-0.266 charge=-1
Cl -0.40 -0.37 -1.00 2.575
O -1.04 -1.64 -1.19 -0.867
O 1.02 -0.57 -0.82 -0.889
O -0.63 0.50 -2.12 -0.874
O -0.91 0.26 0.20 -0.908
C 5.05 -1.71 0.89 -0.624
C 4.07 -2.59 0.15 -0.062
O 3.68 -1.96 -1.06 -0.748
H 4.61 -0.76 1.17 0.206
H 5.95 -1.57 0.29 0.203
H 5.40 -2.19 1.82 0.197
H 3.18 -2.80 0.76 0.172
H 4.52 -3.55 -0.10 0.150
H 2.73 -1.82 -1.08 0.501
C 2.14 2.87 -2.31 -0.644
C 0.96 3.56 -2.93 -0.059
O 0.21 2.72 -3.80 -0.740
H 1.91 1.87 -1.94 0.232
H 2.55 3.44 -1.47 0.208
H 2.97 2.77 -3.02 0.196
H 1.27 4.41 -3.53 0.158
H 0.30 3.95 -2.14 0.146
H 0.08 1.89 -3.32 0.491
C -5.96 -2.68 -1.41 -0.621
C -4.64 -2.13 -0.97 -0.060
O -3.70 -3.19 -0.92 -0.750
H -5.84 -3.19 -2.36 0.204
H -6.73 -1.91 -1.52 0.201
H -6.31 -3.41 -0.68 0.199
H -4.74 -1.69 0.03 0.154
H -4.30 -1.36 -1.67 0.170
H -2.84 -2.87 -1.21 0.498
C 0.42 3.31 1.05 -0.248
O 1.26 2.17 1.04 -0.751
H -0.36 3.24 0.30 0.180
H -0.06 3.44 2.03 0.154
H 1.03 4.20 0.86 0.160
H 0.75 1.48 0.60 0.495
C 2.04 -0.45 2.77 -0.262
O 3.01 -1.16 3.55 -0.741
H 1.05 -0.73 3.15 0.176
H 2.11 0.62 2.89 0.186
H 2.08 -0.77 1.72 0.179
H 3.87 -0.74 3.41 0.459
C -3.87 0.04 2.54 -0.243
O -3.41 0.93 1.54 -0.737
H -4.82 0.42 2.90 0.165
H -4.03 -0.97 2.14 0.159
H -3.19 -0.02 3.39 0.156
H -2.48 0.70 1.36 0.496

[2]
75
Properties=species:S:1:pos:R:3:mulliken_spin:R:1 method="wB97M-V/def2-TZVPD" multiplicity=5 gap_ev="7.833 / 7.983" homo_ha="-0.417 / -0.417" charge=+1 s2=6.006
Cr 0.54 0.43 -2.63 3.879
C -1.97 -0.74 0.26 0.014
F -2.26 -1.94 -0.23 0.002
F -2.54 0.19 -0.46 0.012
F -2.36 -0.69 1.52 0.000
S -0.10 -0.54 0.35 -0.015
O 0.20 0.86 0.45 -0.008
O 0.31 -1.37 1.42 0.005
N 0.36 -1.04 -1.23 0.029
S 0.89 -2.58 -1.24 0.032
O 0.15 -3.47 -0.40 0.001
O 1.02 -2.99 -2.61 0.005
C 2.65 -2.47 -0.63 0.005
F 3.42 -1.97 -1.59 0.000
F 2.76 -1.67 0.45 0.000
F 3.03 -3.69 -0.28 0.000
C 1.15 2.95 3.39 0.000
O 0.52 3.55 2.51 0.000
N 1.90 1.85 3.09 0.000
N 1.32 3.47 4.65 0.000
H 1.86 1.43 2.18 0.000
H 2.56 1.45 3.72 0.000
H 1.64 2.88 5.40 0.000
H 0.57 4.08 4.94 0.000
C -3.80 2.30 1.91 0.000
O -3.96 1.51 2.82 0.000
N -2.95 3.38 2.04 0.000
N -4.44 2.23 0.70 0.000
H -2.58 3.50 2.96 0.000
H -2.72 4.04 1.33 0.000
H -4.92 1.39 0.41 0.000
H -4.02 2.77 -0.04 0.000
C -2.98 -5.13 -1.40 0.000
O -4.18 -5.23 -1.55 0.000
N -2.38 -5.31 -0.18 0.000
N -2.09 -4.93 -2.42 0.000
H -2.94 -5.29 0.65 0.000
H -1.40 -5.15 -0.02 0.000
H -1.14 -4.84 -2.13 0.000
H -2.44 -4.68 -3.33 0.000
C 2.93 2.25 -1.26 0.007
O 1.89 1.88 -1.82 0.028
N 4.11 2.40 -1.93 0.003
N 2.94 2.45 0.07 0.004
H 4.97 2.51 -1.43 0.001
H 4.11 2.16 -2.90 -0.001
H 2.02 2.39 0.48 -0.001
H 3.72 2.87 0.54 0.000
C 0.33 -1.16 5.21 0.000
O 0.58 -0.55 6.24 0.000
N -0.80 -1.88 5.03 0.000
N 1.27 -1.23 4.21 0.000
H -1.43 -1.97 5.81 0.000
H -0.91 -2.49 4.24 0.000
H 1.06 -1.66 3.32 0.000
H 2.12 -0.72 4.33 0.000
C -0.94 3.04 -1.61 -0.004
O -0.81 1.82 -1.85 -0.020
N -1.41 3.91 -2.53 0.001
N -0.71 3.49 -0.36 0.006
H -1.60 3.57 -3.46 -0.001
H -1.77 4.80 -2.26 0.001
H -0.49 2.85 0.39 0.001
H -1.07 4.42 -0.19 0.000
C 2.85 -0.89 -4.49 -0.007
O 2.14 -0.35 -3.61 0.012
N 2.86 -2.23 -4.64 0.004
N 3.69 -0.18 -5.27 0.003
H 3.33 -2.63 -5.44 0.000
H 2.31 -2.80 -4.02 0.000
H 4.32 -0.66 -5.89 0.000
H 3.87 0.78 -5.05 0.000
O -5.02 -1.65 -1.30 0.000
H -4.22 -2.17 -1.42 0.000
H -4.94 -0.90 -1.90 0.000

[3]
61
Properties=species:S:1:pos:R:3:mulliken_charge:R:1 method="wB97M-V/def2-TZVPD" multiplicity=1 gap_ev=8.590 homo_ha=-0.466 charge=+1
Ba -1.68 -2.42 0.64 1.970
B -1.54 0.36 0.44 2.024
H -1.73 1.41 0.56 -0.587
H -1.50 -0.12 1.41 -0.433
H -2.38 -0.02 -0.12 -0.383
H -0.63 0.22 -0.12 -0.885
C -4.31 1.97 -0.94 -0.507
N -3.73 3.36 -0.89 0.930
O -3.94 3.99 0.18 -0.518
O -3.09 3.83 -1.84 -0.527
H -5.31 2.06 -1.37 0.360
H -4.25 1.64 0.10 0.258
H -3.57 1.27 -1.34 -0.121
C -2.19 2.65 3.24 -0.568
N -2.71 2.56 4.59 0.949
O -3.93 2.46 4.69 -0.546
O -1.95 2.68 5.52 -0.553
H -1.89 1.63 3.03 0.076
H -1.37 3.37 3.20 0.283
H -2.97 2.97 2.55 0.216
C -0.16 3.22 -1.34 -0.539
N 1.23 3.81 -1.27 0.925
O 2.17 3.08 -1.01 -0.567
O 1.37 4.98 -1.63 -0.559
H -0.48 3.27 -2.38 0.322
H -0.76 3.87 -0.70 0.352
H -0.22 2.20 -0.95 -0.185
C -2.22 -0.74 -4.14 -0.720
O -1.06 -0.24 -3.44 -0.366
P 0.06 -1.32 -3.04 0.968
O -0.27 -2.17 -1.81 -0.502
O 0.27 -2.10 -4.49 -0.289
C 1.13 -3.26 -4.52 -0.735
O 1.43 -0.39 -3.02 -0.349
C 2.19 -0.22 -1.83 -0.236
H -2.39 -0.34 -5.14 0.275
H -3.04 -0.53 -3.45 0.193
H -2.15 -1.82 -4.11 0.401
H 1.61 -3.20 -5.50 0.299
H 0.60 -4.20 -4.60 0.306
H 1.94 -3.40 -3.81 0.306
H 2.55 0.79 -1.69 0.235
H 3.01 -0.94 -1.82 0.356
H 1.64 -0.40 -0.91 -0.240
C 2.04 -3.76 3.89 -0.825
O 2.14 -2.40 3.52 -0.252
P 2.19 -2.07 1.95 0.439
O 0.90 -2.23 1.22 -0.184
O 2.78 -0.52 1.86 -0.317
C 1.91 0.58 2.08 -0.551
O 3.40 -3.01 1.37 -0.292
C 4.67 -3.11 2.06 -0.700
H 2.91 -4.22 4.37 0.290
H 1.82 -4.45 3.07 0.364
H 1.22 -3.81 4.60 0.305
H 2.42 1.10 2.89 0.359
H 0.89 0.28 2.33 0.298
H 1.93 1.22 1.20 0.090
H 5.46 -3.08 1.30 0.282
H 4.72 -4.05 2.60 0.258
H 4.81 -2.30 2.77 0.348

[4]
50
Properties=species:S:1:pos:R:3:nbo_charge:R:1 method="wB97M-V/def2-TZVPD" multiplicity=6 gap_ev="5.318 / 5.250" homo_ha="-0.442 / -0.442" charge=+1 s2=8.753
Mn 2.96 -12.48 -25.94 1.714
C 4.22 -8.57 -26.52 -0.752
C 3.82 -9.99 -26.20 0.828
O 2.65 -10.40 -26.41 -0.840
O 4.60 -10.93 -25.78 -0.810
H 5.12 -8.47 -27.13 0.270
H 4.36 -7.92 -25.66 0.284
H 3.46 -8.25 -27.23 0.253
C -0.71 -9.67 -27.11 -0.242
O 0.17 -8.66 -26.79 -0.739
H -1.23 -10.00 -26.21 0.168
H -1.42 -9.22 -27.81 0.199
H -0.17 -10.46 -27.63 0.142
H 1.02 -9.04 -26.54 0.472
C 7.73 -5.90 -25.12 -0.240
O 8.61 -5.84 -24.01 -0.719
H 6.89 -6.56 -24.89 0.144
H 7.31 -4.93 -25.35 0.191
H 8.28 -6.33 -25.96 0.159
H 8.88 -6.72 -23.76 0.467
C 7.34 -8.78 -29.74 -0.243
O 8.05 -8.08 -30.71 -0.712
H 7.07 -8.18 -28.88 0.155
H 6.43 -9.26 -30.11 0.163
H 7.98 -9.62 -29.48 0.166
H 8.50 -7.35 -30.28 0.473
C 5.53 -9.11 -22.96 -0.237
O 6.46 -9.92 -23.61 -0.732
H 6.16 -8.36 -22.47 0.202
H 4.83 -8.63 -23.64 0.132
H 4.94 -9.74 -22.30 0.162
H 6.04 -10.45 -24.29 0.473
C 1.41 -8.81 -23.61 -0.247
O 1.61 -9.64 -22.49 -0.699
H 0.69 -8.01 -23.41 0.204
H 2.31 -8.28 -23.93 0.153
H 1.13 -9.41 -24.48 0.143
H 1.86 -10.51 -22.79 0.446
C 0.31 -5.38 -25.34 -0.247
O 1.56 -5.92 -25.81 -0.742
H 0.36 -4.47 -24.75 0.194
H -0.26 -5.13 -26.24 0.170
H -0.22 -6.22 -24.88 0.165
H 1.48 -6.86 -25.95 0.463
C 1.45 -13.67 -28.94 -0.285
O 2.02 -12.79 -28.07 -0.789
H 0.61 -13.35 -29.55 0.221
H 2.09 -14.41 -29.41 0.203
H 0.88 -14.26 -28.22 0.185
H 2.34 -12.08 -28.64 0.513

[5]
60
Properties=species:S:1:pos:R:3:nbo_charge:R:1 method="wB97M-V/def2-TZVPD" multiplicity=1 gap_ev=9.503 homo_ha=-0.346 charge=0 smiles="NC(N)=O.NC(N)=O.NC(N)=O.NC(N)=O.NC(N)=O.OCCO.OCCO"
N 17.77 -9.15 2.11 -0.824
C 16.84 -8.78 1.30 0.760
N 17.37 -8.46 0.08 -0.880
O 15.71 -8.66 1.59 -0.636
H 18.77 -9.15 1.98 0.394
H 17.50 -9.33 3.07 0.400
H 18.27 -8.74 -0.27 0.388
H 16.84 -7.80 -0.47 0.398
N 15.05 -7.15 -7.32 -0.818
C 13.81 -7.21 -7.68 0.739
N 13.09 -6.26 -7.22 -0.822
O 13.35 -8.06 -8.48 -0.708
H 15.68 -7.84 -7.70 0.414
H 15.17 -6.68 -6.43 0.386
H 12.23 -6.30 -7.74 0.417
H 13.50 -5.41 -6.86 0.392
N 13.83 -12.98 5.16 -0.847
C 14.15 -14.12 4.52 0.752
N 14.01 -15.16 5.31 -0.838
O 14.64 -14.20 3.40 -0.659
H 13.12 -13.09 5.87 0.383
H 13.96 -12.10 4.69 0.411
H 14.13 -16.07 4.90 0.407
H 14.01 -15.06 6.32 0.390
N 13.27 -1.58 -1.44 -0.841
C 13.59 -2.87 -1.55 0.759
N 12.96 -3.57 -0.62 -0.826
O 14.45 -3.39 -2.27 -0.679
H 12.67 -1.19 -0.72 0.387
H 13.76 -0.90 -2.01 0.405
H 13.15 -4.56 -0.56 0.416
H 12.46 -3.02 0.06 0.379
N 19.49 -3.82 1.02 -0.799
C 19.54 -3.34 2.19 0.727
N 19.16 -4.24 2.98 -0.802
O 20.04 -2.28 2.62 -0.693
H 19.04 -4.71 0.85 0.384
H 19.86 -3.31 0.23 0.403
H 19.20 -4.08 3.97 0.402
H 18.82 -5.16 2.77 0.377
O 22.11 -11.12 -1.98 -0.725
C 21.85 -12.12 -1.11 -0.073
C 23.11 -12.40 -0.32 -0.091
O 23.07 -11.32 0.63 -0.731
H 21.51 -11.19 -2.72 0.475
H 21.04 -11.89 -0.42 0.158
H 21.47 -12.94 -1.72 0.147
H 23.96 -12.30 -1.00 0.180
H 23.04 -13.34 0.22 0.186
H 23.46 -10.54 0.25 0.473
O 18.26 -5.63 8.79 -0.715
C 19.28 -6.42 9.32 -0.092
C 18.59 -7.78 9.77 -0.073
O 18.28 -8.66 8.74 -0.703
H 17.82 -5.22 9.54 0.460
H 20.10 -6.40 8.60 0.192
H 19.74 -5.83 10.11 0.166
H 17.62 -7.58 10.23 0.153
H 19.22 -8.21 10.54 0.146
H 17.72 -9.31 9.16 0.466

[6]
70
Properties=species:S:1:pos:R:3:nbo_charge:R:1 method="wB97M-V/def2-TZVPD" multiplicity=4 gap_ev="3.479 / 3.880" homo_ha="-0.252 / -0.252" charge=0 s2=3.751
Ti -6.05 2.17 0.28 0.992
O 0.11 -0.35 1.50 -0.723
C -1.01 0.25 1.06 0.915
O -1.08 1.48 1.05 -0.841
O -1.96 -0.43 0.65 -0.831
H 0.48 0.52 1.68 0.488
C 4.27 0.60 5.37 0.748
O 3.96 1.64 4.89 -0.667
N 4.26 0.49 6.68 -0.836
N 4.70 -0.44 4.72 -0.835
H 4.54 -0.39 7.10 0.374
H 4.00 1.30 7.22 0.411
H 5.13 -1.30 5.01 0.398
H 4.78 -0.21 3.74 0.407
C -0.08 -5.91 3.34 0.759
O -0.37 -6.96 3.91 -0.674
N 0.78 -5.04 3.85 -0.835
N -0.58 -5.53 2.14 -0.835
H 0.64 -4.13 3.43 0.385
H 0.94 -5.23 4.83 0.409
H -0.42 -4.57 1.87 0.383
H -1.46 -5.95 1.87 0.407
C -0.44 8.97 0.89 0.730
O 0.67 8.62 0.78 -0.635
N -0.67 10.25 1.00 -0.870
N -1.45 8.23 1.18 -0.813
H 0.11 10.76 1.38 0.408
H -1.40 10.72 0.48 0.387
H -1.47 7.22 1.07 0.406
H -2.28 8.71 1.50 0.387
C 4.44 2.82 -2.19 0.736
O 5.10 1.88 -1.89 -0.668
N 4.19 3.21 -3.40 -0.809
N 4.18 3.70 -1.27 -0.826
H 3.59 4.02 -3.31 0.369
H 4.13 2.52 -4.13 0.410
H 4.39 3.33 -0.35 0.419
H 3.46 4.38 -1.45 0.370
C -4.01 5.43 -4.35 0.749
O -5.04 4.91 -3.90 -0.703
N -3.93 6.24 -5.34 -0.823
N -2.79 5.12 -4.12 -0.809
H -3.12 6.57 -5.84 0.391
H -4.82 6.60 -5.66 0.398
H -2.12 5.75 -4.56 0.390
H -2.67 4.49 -3.35 0.407
C -0.86 -2.32 -5.62 0.743
O -1.10 -2.59 -6.80 -0.678
N -0.95 -3.18 -4.65 -0.823
N -0.36 -1.25 -5.11 -0.814
H -1.10 -2.81 -3.72 0.382
H -1.17 -4.12 -4.92 0.407
H -0.17 -0.53 -5.80 0.395
H -0.62 -1.02 -4.17 0.388
C -6.89 -5.94 2.27 0.752
O -6.29 -6.57 1.41 -0.661
N -6.40 -4.90 2.88 -0.823
N -8.15 -6.15 2.66 -0.860
H -6.96 -4.33 3.49 0.380
H -5.55 -4.55 2.46 0.411
H -8.60 -5.75 3.47 0.392
H -8.64 -6.63 1.92 0.408
C 4.68 -5.64 -1.49 0.731
O 3.73 -6.09 -2.01 -0.662
N 5.69 -6.38 -1.26 -0.824
N 4.77 -4.47 -0.98 -0.820
H 6.41 -5.80 -0.84 0.371
H 5.48 -7.37 -1.22 0.420
H 3.97 -3.85 -1.02 0.410
H 5.49 -4.23 -0.32 0.375

[7]
52
Properties=species:S:1:pos:R:3:nbo_charge:R:1 method="wB97M-V/def2-TZVPD" multiplicity=1 gap_ev=4.383 homo_ha=-0.182 charge=0
N -1.13 -1.16 -1.09 -0.933
H -1.55 -1.73 -0.35 0.444
H -0.40 -1.68 -1.59 0.417
H -0.72 -0.30 -0.67 0.498
H -1.84 -0.94 -1.78 0.457
C 1.18 3.54 0.55 -0.648
C 1.05 2.13 -0.09 0.119
C 2.44 1.48 -0.05 -0.387
C 2.93 0.92 1.27 -0.407
C 1.83 0.04 1.88 -0.398
C 0.42 0.63 1.88 0.134
N 0.17 1.17 0.54 -0.272
O -1.22 1.37 0.25 -0.861
C 0.40 1.70 2.97 -0.653
C -0.47 -0.56 2.26 -0.591
C 0.75 2.29 -1.61 -0.577
H 1.43 4.32 -0.18 0.203
H 1.94 3.56 1.33 0.191
H 0.26 3.82 1.05 0.229
H 3.14 2.27 -0.35 0.193
H 2.49 0.73 -0.84 0.179
H 3.29 1.72 1.92 0.198
H 3.82 0.33 1.03 0.200
H 2.10 -0.23 2.91 0.198
H 1.80 -0.88 1.28 0.181
H -0.46 2.36 2.77 0.227
H 1.27 2.33 2.80 0.200
H 0.32 1.34 4.00 0.200
H -0.44 -1.33 1.49 0.185
H -1.53 -0.33 2.41 0.214
H -0.10 -1.01 3.19 0.198
H 0.68 1.30 -2.08 0.167
H 1.57 2.80 -2.11 0.190
H -0.17 2.83 -1.81 0.234
O -1.45 0.27 -3.66 -0.943
H -1.93 0.27 -4.49 0.467
H -0.53 0.43 -3.91 0.482
O -4.03 -0.29 0.89 -0.962
H -3.54 -1.11 1.03 0.469
H -3.53 0.38 1.38 0.489
O 0.74 -2.84 -2.47 -0.958
H 1.60 -2.49 -2.74 0.495
H 0.68 -3.71 -2.89 0.493
O -3.43 -1.69 -2.62 -0.942
H -3.35 -1.21 -3.45 0.479
H -3.89 -2.51 -2.85 0.476
O -2.34 -2.77 0.83 -0.950
H -1.98 -3.26 1.58 0.504
H -2.85 -3.41 0.33 0.485
O 1.31 -3.84 0.21 -0.957
H 1.11 -3.70 -0.73 0.474
H 2.13 -3.36 0.35 0.472

[8]
54
Properties=species:S:1:pos:R:3:nbo_charge:R:1 method="wB97M-V/def2-TZVPD" multiplicity=1 gap_ev=9.177 homo_ha=-0.341 charge=0 smiles="COC[C@H](C)N.COC[C@H](C)N.NC(N)=O.O.O.O.O"
C 6.52 12.07 6.71 -0.253
O 5.41 11.64 7.53 -0.551
C 4.89 10.38 7.16 -0.091
C 4.95 9.16 8.18 -0.060
C 6.34 8.64 8.34 -0.623
N 4.14 8.08 7.56 -0.829
H 6.26 12.22 5.66 0.168
H 7.32 11.33 6.61 0.168
H 6.89 13.02 7.11 0.196
H 3.85 10.70 7.10 0.176
H 5.11 10.04 6.15 0.170
H 4.62 9.46 9.17 0.186
H 6.76 8.48 7.34 0.197
H 6.33 7.69 8.86 0.230
H 6.77 9.49 8.87 0.201
H 3.32 8.56 7.24 0.354
H 4.63 7.60 6.81 0.360
C 4.67 15.71 14.53 -0.279
O 5.36 14.58 15.16 -0.540
C 4.72 13.32 14.87 -0.058
C 5.22 12.28 15.91 -0.076
C 6.26 11.39 15.23 -0.633
N 4.14 11.51 16.48 -0.833
H 5.18 16.54 15.02 0.195
H 3.63 15.90 14.77 0.186
H 5.00 15.87 13.50 0.178
H 3.63 13.34 14.85 0.168
H 5.06 12.98 13.89 0.156
H 5.84 12.80 16.65 0.206
H 5.87 10.78 14.41 0.196
H 6.82 10.81 15.96 0.214
H 6.98 11.90 14.59 0.207
H 4.51 10.71 16.99 0.361
H 3.48 11.12 15.82 0.352
N 8.86 7.34 13.92 -0.838
C 8.19 7.25 14.98 0.741
N 6.91 7.45 14.68 -0.853
O 8.64 6.99 16.06 -0.673
H 8.51 7.28 12.97 0.396
H 9.83 7.09 13.98 0.397
H 6.34 7.36 15.51 0.404
H 6.72 7.99 13.85 0.411
O 3.98 10.68 11.87 -0.956
H 3.28 11.10 12.38 0.482
H 4.12 11.27 11.14 0.480
O 8.77 8.79 11.39 -0.962
H 8.88 9.61 10.91 0.480
H 9.01 9.00 12.29 0.486
O 5.25 5.66 13.22 -0.942
H 6.17 5.51 13.01 0.463
H 5.06 6.53 12.88 0.479
O 5.95 8.39 12.01 -0.983
H 5.49 9.22 12.11 0.497
H 6.65 8.58 11.38 0.493